(A)
ORCA calculation (the ωB97M-V functional and the def2-TZVPD basis) on C3H8NOS as an isolated structure.

HOMO level (eV): -12.69
Kohn-Sham gap (hartree): 0.2943
Charge: +1
LUMO energy (eV): -4.68

Positions of all 14 atoms, in Å:
C1 -0.9807 -1.9933 0.1617
C2 0.2324 -1.1447 0.0906
C3 2.4697 1.1812 -0.7434
N1 2.3898 0.1741 0.0158
O1 -0.5554 -1.0693 -0.8664
S1 -2.9984 1.5312 0.1723
H1 -0.9254 -3.0642 -0.0118
H2 -1.9224 -1.7789 0.7625
H3 1.4360 -0.4194 0.3029
H4 3.2796 1.9887 -0.6116
H5 1.8608 1.3240 -1.6960
H6 -3.3484 2.3467 1.3041
H7 3.0634 0.1998 0.7561
H8 -4.0010 0.7240 0.3632

(B)
ORCA calculation (the ωB97M-V functional and the def2-TZVPD basis) on an isolated ion of composition C3H8NOS and charge +1.

HOMO level (eV): -13.60
Kohn-Sham gap (hartree): 0.3437
Charge: +1
LUMO energy (eV): -4.25
SMILES string: [NH3+][C@H](C=O)CS

Positions of all 14 atoms, in Å:
N1 1.1261 0.1205 1.2775
C1 0.2346 -0.1875 0.0048
C2 0.9746 0.1858 -1.3350
O1 2.1643 0.6117 -1.1309
C3 -1.2469 0.3176 0.1207
S1 -2.4039 -0.2078 -1.2224
H1 1.3470 -0.7122 1.7624
H2 2.0022 0.5450 0.8553
H3 0.6109 0.6302 2.0367
H4 0.0707 -1.2870 -0.1182
H5 0.2808 -0.0180 -2.2242
H6 -1.6561 0.1495 1.1513
H7 -1.2233 1.3971 -0.0616
H8 -2.2809 -1.5451 -1.1165

Last place for stability: (A)

(A)
ORCA calculation (the ωB97M-V functional and the def2-TZVPD basis) on a 2-piece molecular cluster, C3H8NOS overall.

HOMO level (alpha / beta) (eV): -12.63 / -11.00
Kohn-Sham gap (alpha / beta) (hartree): 0.3273 / 0.2305
Charge: +1
LUMO energy (alpha / beta) (eV): -3.72 / -4.73

Positions of all 14 atoms, in Å:
C1 0.7080 -0.5465 0.2016
C2 -0.3749 -0.4798 -0.7153
C3 1.0631 2.1791 1.1622
N1 -0.8767 -1.6948 -1.5770
O1 -0.6675 -0.7169 0.6429
S1 -0.5504 2.1717 1.6947
H1 1.4736 -1.3132 0.1572
H2 -0.4307 0.5938 -1.1230
H3 1.1976 2.5014 0.2126
H4 1.8892 1.6572 1.6391
H5 -1.8368 -1.4303 -1.8472
H6 -0.8955 -2.3780 -0.7961
H7 -0.2737 -1.8448 -2.4104
H8 -0.4252 1.3010 2.7586

(B)
ORCA calculation (the ωB97M-V functional and the def2-TZVPD basis) on an isolated ion of composition C3H8NOS and charge +1.

HOMO level (eV): -14.22
Kohn-Sham gap (hartree): 0.3872
Charge: +1
LUMO energy (eV): -3.69
SMILES string: S[C@@H]1[NH2+]CCO1

Positions of all 14 atoms, in Å:
S1 -2.3006 0.2416 -0.1504
C1 -0.7350 -0.0359 0.8125
N1 0.2144 1.0523 0.3107
C2 1.2046 0.3278 -0.5449
C3 0.6042 -1.0866 -0.6312
O1 -0.1044 -1.2034 0.5915
H1 -3.0346 -0.6583 0.4787
H2 -0.9394 0.0463 1.9939
H3 0.6657 1.5510 1.0814
H4 -0.3290 1.7338 -0.2365
H5 2.1752 0.3013 -0.0443
H6 1.3042 0.7993 -1.5210
H7 -0.0799 -1.1934 -1.4821
H8 1.3548 -1.8757 -0.6584

Last place for stability: (A)

(A)
ORCA calculation (the ωB97M-V functional and the def2-TZVPD basis) on an isolated ion of composition C6H13N4 and charge +1.

HOMO level (eV): -11.28
Kohn-Sham gap (hartree): 0.3165
Charge: +1
LUMO energy (eV): -2.67
SMILES string: CC[n+]1c[nH]c(NC)c1N

Positions of all 23 atoms, in Å:
C1 3.3018 0.7813 0.3002
C2 2.3262 -0.2968 -0.0766
N1 0.9674 0.0867 -0.0720
C3 0.4636 1.2949 0.2228
N2 -0.8724 1.1352 0.2143
C4 -1.1864 -0.1060 -0.1607
N3 -2.4717 -0.5414 -0.1011
C5 -3.6315 0.3557 0.1432
C6 0.0195 -0.8503 -0.3314
N4 0.2814 -2.0740 -0.8836
H1 2.8733 1.2916 1.2859
H2 3.5605 1.5301 -0.4359
H3 4.2303 0.1589 0.5977
H4 2.4936 -1.0630 0.6294
H5 2.5385 -0.5897 -1.1941
H6 0.8567 2.0809 0.8813
H7 -1.4738 1.9435 0.3215
H8 -2.7842 -1.4989 -0.1795
H9 -4.2515 -0.0446 0.9552
H10 -3.3740 1.3765 0.2690
H11 -4.2876 0.3526 -0.7394
H12 -0.5489 -2.5175 -1.2283
H13 0.9692 -2.8056 -0.4182

(B)
ORCA calculation (the ωB97M-V functional and the def2-TZVPD basis) on an isolated ion of composition C6H13N4 and charge +1.

HOMO level (eV): -11.60
Kohn-Sham gap (hartree): 0.2586
Charge: +1
LUMO energy (eV): -4.56
SMILES string: CC(C)/C=[NH+]/C=N\C=N\N

Positions of all 23 atoms, in Å:
C1 -2.3830 -1.1082 -0.9844
C2 -2.0650 0.1817 -0.2479
C3 -2.4840 0.0840 1.2398
C4 -0.6440 0.5356 -0.1018
N1 -0.0955 1.6902 -0.2062
C5 1.3847 2.1053 0.1702
N2 2.3365 1.3394 0.1869
C6 2.9174 0.1885 0.4217
N3 2.9865 -0.6667 -0.5097
N4 3.8330 -1.7237 -0.5867
H1 -3.2909 -1.6317 -0.7244
H2 -1.7853 -1.8743 -0.5260
H3 -2.2739 -1.2447 -2.0660
H4 -2.6595 1.0672 -0.7126
H5 -3.5086 -0.0173 1.2591
H6 -2.1979 0.9470 1.8045
H7 -2.0411 -0.9189 1.5459
H8 0.0242 -0.2311 0.3167
H9 -0.6478 2.3961 -0.6492
H10 1.4092 3.1559 0.2422
H11 3.2566 0.0078 1.4611
H12 4.1273 -2.1660 0.1852
H13 3.8008 -2.1160 -1.5183

Last place for stability: (B)

(A)
ORCA calculation (the ωB97M-V functional and the def2-TZVPD basis) on the molecule C2H4N2S2.

HOMO level (eV): -8.51
Kohn-Sham gap (hartree): 0.3023
LUMO energy (eV): -0.28
SMILES string: N/N=C/SC=S

Positions of all 10 atoms, in Å:
N1 1.2456 2.0562 -2.2651
N2 0.3656 1.2322 -1.5299
C1 0.7984 0.0298 -1.4337
S1 -0.1197 -1.1820 -0.3027
C2 -0.5064 -0.1965 0.9855
S2 -0.9070 -0.4918 2.5650
H1 1.4698 1.5461 -3.1835
H2 0.8045 2.8993 -2.5152
H3 1.6755 -0.6365 -1.8916
H4 -0.5524 0.9529 0.6482

(B)
ORCA calculation (the ωB97M-V functional and the def2-TZVPD basis) on a 2-piece molecular cluster, C2H4N2S2 overall.

HOMO level (eV): -9.65
Kohn-Sham gap (hartree): 0.3598
LUMO energy (eV): 0.14
SMILES string: [H]/N=C/S.N=C=S

Positions of all 10 atoms, in Å:
H1 1.1177 -0.1442 -1.7823
N1 1.6122 -0.3948 -0.9281
C1 0.9683 0.0396 0.0484
S1 1.3810 -0.4906 1.5803
H2 0.1119 0.6724 -0.0112
H3 2.4646 -1.1990 1.1658
N2 -2.1576 -0.4139 0.2419
C2 -1.9393 0.6672 -0.2522
S2 -2.0320 2.0620 -0.9183
H4 -1.5269 -0.7987 0.8556

Last place for stability: (A)

(A)
ORCA calculation (the ωB97M-V functional and the def2-TZVPD basis) on the molecule C2H4N2S2.

HOMO level (eV): -8.78
Kohn-Sham gap (hartree): 0.2898
LUMO energy (eV): -0.90
SMILES string: [H]/N=C(\N)C(=S)S

Positions of all 10 atoms, in Å:
H1 -1.8215 0.9958 1.9714
N1 -0.9153 1.1486 1.3699
C1 -0.9893 0.2502 0.5686
N2 -1.9606 -0.4742 0.0367
C2 0.2256 0.0478 -0.2818
S1 0.2784 -1.4296 -0.9427
S2 1.4785 1.0739 0.0916
H2 -1.4508 -1.3996 -0.2605
H3 -2.7569 -0.8061 0.5060
H4 2.6324 0.3926 -0.1668

(B)
ORCA calculation (the ωB97M-V functional and the def2-TZVPD basis) on C2H4N2S2 as an isolated structure.

HOMO level (alpha / beta) (eV): -7.68 / -7.67
Kohn-Sham gap (alpha / beta) (hartree): 0.2701 / 0.2702
LUMO energy (alpha / beta) (eV): -0.33 / -0.32

Positions of all 10 atoms, in Å:
C1 -1.6994 -0.8578 -0.5801
C2 1.7888 0.2751 0.3849
N1 -1.4291 0.2768 -1.0994
N2 -0.9581 1.2559 -0.4450
S1 -1.1911 -1.0586 1.1670
S2 -0.3596 0.8574 1.0721
H1 -2.0768 -1.5606 -1.1449
H2 2.4229 -0.4466 0.8426
H3 2.0961 1.2655 0.3583
H4 1.4063 -0.0071 -0.5554

(C)
ORCA calculation (the ωB97M-V functional and the def2-TZVPD basis) on the molecule C2H4N2S2.

HOMO level (eV): -7.51
Kohn-Sham gap (hartree): 0.2896
LUMO energy (eV): 0.37
SMILES string: N=C=C(N)SS

Positions of all 10 atoms, in Å:
N1 0.8004 -2.0773 -0.5217
C1 0.4948 -0.9056 -0.3136
C2 0.2627 0.3774 -0.1642
N2 0.9525 1.1257 0.7592
S1 -1.1852 1.0523 -0.7752
S2 -2.2317 0.0542 0.6791
H1 1.6344 -2.2419 -1.1509
H2 0.6827 2.0607 0.7413
H3 1.9373 0.9899 0.9294
H4 -3.3479 -0.4356 -0.1833

Last place for stability: (B)

(A)
ORCA calculation (the ωB97M-V functional and the def2-TZVPD basis) on C4H4O as an isolated structure.

HOMO level (eV): -9.32
Kohn-Sham gap (hartree): 0.3420
LUMO energy (eV): -0.02

Positions of all 9 atoms, in Å:
C1 0.7781 0.1128 0.7806
C2 0.6456 -0.9645 -0.2509
C3 0.7063 0.4632 -0.6743
C4 -0.4623 -0.0584 0.0321
O1 -2.3558 0.0077 0.0048
H1 1.2040 0.3479 1.7148
H2 0.9085 -1.9522 -0.5161
H3 1.0504 1.1372 -1.4112
H4 -2.4748 0.9062 0.3202

(B)
ORCA calculation (the ωB97M-V functional and the def2-TZVPD basis) on the molecule C4H4O.

HOMO level (eV): -8.97
Kohn-Sham gap (hartree): 0.3344
LUMO energy (eV): 0.14

Positions of all 9 atoms, in Å:
C1 -0.7371 -1.0952 0.0883
C2 0.3381 1.1755 -0.2212
C3 -0.5467 0.4188 0.3761
C4 -1.7650 -0.3049 -0.6760
O1 -1.9154 0.7292 0.2376
H1 -0.0520 -1.6924 -0.4444
H2 -0.8352 -1.7104 0.9204
H3 0.1935 2.1773 -0.2550
H4 1.3846 1.0328 -0.2596

Last place for stability: (A)